The following is a DFT calculation (ωB97M-V/def2-TZVPD) of a 5-piece molecular cluster, C23H41O9PS overall.

## Properties
LUMO level = -0.04785 Ha
SMILES = CCSCC1=C(P(O)O)C(=O)OC1=O.C1CCOC1.C1CCOC1.C1CCOC1.C1CCOC1
orbital gap = 8.0169 eV
multiplicity = 1
HOMO level = -0.342 hartree

Structure (XYZ):
```
75
Properties=species:S:1:pos:R:3:mulliken_charge:R:1
C -1.19 -1.85 -4.97 -0.935
C 0.33 -2.02 -4.83 -0.522
S 1.27 -0.62 -4.11 -0.121
C 0.07 0.33 -3.11 -0.699
C 0.61 0.63 -1.76 0.558
C 0.72 -0.15 -0.67 0.479
P 0.35 -1.92 -0.30 -0.193
O 1.76 -2.56 -0.82 -0.360
O -0.69 -2.28 -1.50 -0.371
C 1.27 0.69 0.42 0.371
O 1.55 0.36 1.54 -0.553
O 1.41 1.99 -0.05 -0.045
C 1.12 1.98 -1.39 -0.210
O 1.29 2.91 -2.10 -0.572
H -1.51 -2.22 -5.94 0.262
H -1.73 -2.44 -4.24 0.294
H -1.53 -0.82 -4.88 0.376
H 0.75 -2.19 -5.81 0.451
H 0.55 -2.89 -4.22 0.356
H -0.13 1.27 -3.62 0.482
H -0.86 -0.22 -3.01 0.582
H 1.79 -2.73 -1.77 0.313
H -0.33 -2.08 -2.38 0.059
C 5.15 1.62 -0.62 0.024
C 5.23 1.03 0.78 -0.497
C 5.44 -0.45 0.46 -0.239
O 6.16 -0.50 -0.77 -0.428
C 6.16 0.79 -1.39 -0.505
H 5.37 2.69 -0.65 0.428
H 4.14 1.47 -1.02 -0.274
H 6.10 1.42 1.31 0.331
H 4.34 1.22 1.38 0.210
H 4.48 -0.97 0.32 0.084
H 6.00 -0.98 1.23 0.294
H 7.16 1.22 -1.31 0.264
H 5.91 0.69 -2.45 0.289
C 1.13 3.71 2.80 -0.184
C 0.45 3.73 4.17 -0.172
C -0.22 5.10 4.16 -0.517
O -0.56 5.37 2.80 -0.464
C 0.10 4.43 1.94 -0.292
H 1.35 2.71 2.44 0.012
H 2.06 4.28 2.83 0.190
H -0.30 2.94 4.22 -0.038
H 1.14 3.60 5.00 0.432
H 0.46 5.88 4.52 0.269
H -1.13 5.13 4.76 0.219
H -0.65 3.74 1.55 0.199
H 0.55 4.97 1.10 0.307
C -4.61 -5.84 -4.93 -0.578
C -3.80 -6.40 -6.10 -0.513
C -3.43 -5.13 -6.86 -0.463
O -3.31 -4.10 -5.87 -0.338
C -3.85 -4.56 -4.63 -0.396
H -4.66 -6.51 -4.07 0.327
H -5.62 -5.61 -5.25 0.272
H -2.91 -6.90 -5.74 0.266
H -4.36 -7.11 -6.72 0.333
H -4.21 -4.84 -7.57 0.281
H -2.49 -5.22 -7.40 0.265
H -3.02 -4.74 -3.93 0.250
H -4.48 -3.77 -4.20 0.317
C -1.58 1.70 6.58 -0.259
C -2.32 2.79 7.35 -0.476
C -3.70 2.17 7.51 -0.422
O -3.50 0.76 7.58 -0.402
C -2.16 0.44 7.20 -0.487
H -0.50 1.76 6.67 0.363
H -1.84 1.75 5.52 0.134
H -1.85 2.94 8.32 0.280
H -2.35 3.75 6.83 0.212
H -4.34 2.39 6.65 0.260
H -4.21 2.51 8.41 0.292
H -1.61 0.15 8.09 0.259
H -2.18 -0.41 6.51 0.279
```

---

The following is a DFT calculation (ωB97M-V/def2-TZVPD) of C23H42AgF5NO12S3V as an isolated structure in a non-equilibrium geometry.

## Properties
LUMO level (spin up / spin down) = -0.19372 / -0.19108 Ha
orbital gap (spin up / spin down) = 5.5897 / 5.6618 eV
multiplicity = 4
expectation value of S² = 3.754
HOMO level (spin up / spin down) = -0.399 / -0.399 hartree
net charge = +1

Structure (XYZ):
```
88
Properties=species:S:1:pos:R:3:mulliken_spin:R:1
V -14.63 17.76 4.67 3.001
Ag -13.96 14.86 7.93 -0.001
N -13.93 16.13 3.55 -0.006
S -14.47 15.17 2.48 0.006
O -14.50 13.74 2.80 -0.001
O -14.37 15.59 1.09 0.003
F -16.02 15.61 2.81 0.002
S -12.43 15.29 3.57 0.008
O -11.71 14.88 2.31 0.001
O -12.14 14.54 4.77 0.003
F -11.56 16.60 4.02 0.006
C -10.73 18.55 7.31 0.002
F -10.56 19.91 7.20 0.000
F -10.22 17.94 6.22 0.000
F -10.09 18.20 8.43 0.000
S -12.61 18.02 7.43 0.039
O -13.08 18.18 6.03 -0.033
O -12.53 16.61 7.82 0.006
O -13.32 18.88 8.37 -0.022
C -5.05 20.57 9.77 0.000
C -4.83 20.60 11.13 0.000
C -5.92 20.48 12.03 0.000
C -7.23 20.23 11.60 0.000
C -7.40 20.21 10.19 0.000
C -6.33 20.38 9.33 0.000
H -4.21 20.61 9.10 0.000
H -3.84 20.70 11.56 0.000
H -5.68 20.42 13.08 0.000
H -8.03 20.09 12.31 0.000
H -8.42 20.17 9.82 0.000
H -6.57 20.31 8.28 0.000
C -6.51 15.93 6.60 0.000
C -5.88 15.39 5.45 0.000
C -6.65 15.05 4.36 0.000
C -8.05 15.11 4.42 0.000
C -8.60 15.55 5.62 0.000
C -7.86 16.05 6.62 0.000
H -5.83 16.35 7.33 0.000
H -4.81 15.32 5.42 0.000
H -6.18 14.62 3.49 0.000
H -8.70 14.65 3.68 0.000
H -9.68 15.51 5.66 -0.001
H -8.43 16.48 7.43 0.000
C -13.28 15.69 11.19 0.000
C -14.73 15.31 11.19 0.000
O -15.23 15.04 9.89 0.000
H -13.11 15.99 12.22 0.000
H -13.01 16.56 10.60 0.000
H -12.58 14.90 10.95 0.000
H -15.17 16.22 11.61 0.000
H -14.92 14.47 11.87 0.000
H -16.13 14.71 9.95 0.000
C -10.61 22.37 11.15 0.000
C -11.18 20.95 11.07 0.000
O -12.64 20.96 10.88 0.000
H -10.83 22.93 10.24 0.000
H -9.54 22.49 11.32 0.000
H -11.03 22.94 11.98 0.000
H -10.89 20.40 11.97 0.000
H -10.73 20.44 10.22 0.000
H -12.82 20.17 10.37 0.000
C -14.15 22.09 7.85 0.000
C -14.99 22.57 9.01 0.000
O -16.17 23.06 8.51 0.000
H -14.19 22.83 7.05 0.000
H -14.47 21.13 7.44 -0.001
H -13.13 21.91 8.20 0.000
H -14.47 23.32 9.61 0.000
H -15.13 21.70 9.64 0.000
H -16.16 24.02 8.52 0.000
C -12.98 21.05 4.41 0.011
C -13.01 20.31 3.09 -0.010
O -13.27 18.92 3.33 -0.020
H -13.99 21.13 4.81 0.001
H -12.63 22.07 4.24 0.000
H -12.32 20.52 5.09 0.003
H -11.98 20.49 2.79 -0.001
H -13.71 20.72 2.36 -0.005
H -12.69 18.35 2.82 0.006
C -16.90 19.98 11.21 0.000
C -16.32 18.78 10.39 0.000
O -16.04 19.14 9.04 0.000
H -16.13 20.75 11.26 0.000
H -17.10 19.57 12.20 0.000
H -17.78 20.36 10.69 0.000
H -17.02 17.94 10.44 0.000
H -15.44 18.42 10.93 0.000
H -15.13 19.10 8.76 0.002
```

---

The following is a DFT calculation (ωB97M-V/def2-TZVPD) of C23H42B2BaF4N6O4P as an isolated structure in a non-equilibrium geometry.

## Properties
LUMO level = -0.10179 Ha
orbital gap = 8.3171 eV
multiplicity = 1
HOMO level = -0.407 hartree
net charge = +1

Structure (XYZ):
```
83
Properties=species:S:1:pos:R:3:mulliken_charge:R:1
Ba 0.37 0.47 0.26 1.626
C 0.62 0.03 5.14 -2.069
C 0.23 0.06 3.70 0.013
N 1.05 0.05 2.72 1.059
O 2.39 0.03 2.97 -0.562
B 3.17 -0.39 1.77 0.385
F 4.48 -0.30 2.05 -0.285
F 2.81 0.51 0.67 -0.153
O 2.86 -1.78 1.31 -0.551
N 1.60 -1.87 0.81 0.997
C 1.07 -3.03 0.75 -0.752
C 1.72 -4.29 1.21 -1.931
C -0.38 -3.03 0.37 0.709
N -0.84 -1.92 -0.07 0.901
O -2.22 -1.80 -0.23 -0.522
B -2.98 -1.42 1.04 0.545
F -2.63 -2.33 2.04 -0.399
F -4.29 -1.45 0.67 -0.301
O -2.71 -0.04 1.55 -0.691
N -1.43 0.12 2.06 0.957
C -1.22 0.00 3.31 0.133
C -2.26 -0.26 4.34 -2.005
C -1.17 -4.27 0.61 -2.276
H 1.71 -0.02 5.23 0.451
H 0.17 -0.82 5.64 0.420
H 0.26 0.93 5.65 0.349
H 2.78 -4.12 1.38 0.483
H 1.59 -5.09 0.47 0.413
H 1.26 -4.64 2.14 0.330
H -3.25 -0.21 3.89 0.407
H -2.17 0.46 5.15 0.500
H -2.12 -1.26 4.77 0.322
H -1.24 -4.46 1.68 0.381
H -0.66 -5.12 0.15 0.551
H -2.17 -4.16 0.21 0.406
C 0.71 3.37 2.62 -1.415
N 1.11 3.27 1.22 1.034
C 2.55 3.50 1.12 -1.241
C 0.40 4.26 0.41 -1.193
C -1.06 3.92 0.16 -0.816
N -1.27 2.88 -0.87 0.875
C -2.67 2.45 -0.80 -1.033
C -1.00 3.43 -2.20 -1.107
H 0.86 4.39 3.00 0.399
H 1.32 2.69 3.21 0.334
H -0.34 3.10 2.76 0.306
H 2.81 4.52 1.45 0.410
H 2.88 3.38 0.09 0.261
H 3.08 2.78 1.74 0.281
H 0.93 4.37 -0.54 0.456
H 0.45 5.25 0.90 0.310
H -1.61 4.83 -0.13 0.406
H -1.53 3.57 1.08 0.408
H -3.36 3.29 -0.94 0.356
H -2.88 1.97 0.15 0.236
H -2.88 1.72 -1.59 0.140
H -1.61 4.32 -2.41 0.361
H -1.24 2.68 -2.96 0.222
H 0.05 3.70 -2.31 0.245
C 3.33 -0.24 -2.15 -0.380
C 2.91 -1.55 -2.00 -0.792
C 1.66 -1.94 -2.46 -0.017
C 0.82 -1.01 -3.08 0.480
C 1.25 0.31 -3.22 -0.370
C 2.50 0.69 -2.76 -0.805
H 4.29 0.06 -1.77 0.375
H 3.55 -2.27 -1.49 0.367
H 1.34 -2.97 -2.33 0.275
H 0.61 1.05 -3.70 0.303
H 2.83 1.72 -2.88 0.458
C -2.07 -0.45 -3.21 -0.622
P -0.75 -1.52 -3.78 1.245
C -0.63 -1.40 -5.57 -1.306
C -1.15 -3.21 -3.34 -1.234
H -2.97 -0.64 -3.79 0.526
H -1.78 0.59 -3.35 0.009
H -2.28 -0.66 -2.15 0.032
H -1.57 -1.71 -6.03 0.453
H 0.18 -2.05 -5.92 0.421
H -0.41 -0.38 -5.86 0.416
H -2.10 -3.46 -3.81 0.482
H -1.27 -3.29 -2.26 0.137
H -0.39 -3.90 -3.70 0.469
```